(1)
Density functional theory data (wB97M-V/def2-TZVPD) for an isolated molecule of C6H9I.

* electronic energy: -531.613297 Ha
* structure (SMILES): C/C=C/C=C(\C)I
* LUMO: 0.63 eV
* orbital gap: 9.3 eV
* molar mass: 208.0 g/mol
* energy above the lowest of the compared OMol25 structures with the same formula, charge and spin: 25.3 kcal/mol

Geometry (Å):
C 0.08604 -0.00012 -0.69020
C 0.24579 -1.40628 -1.08667
C -1.08610 0.58692 -0.47599
C 0.85097 -2.28300 -0.31371
C -1.15715 2.09111 -0.31342
C 1.67865 -1.92602 0.89309
I 0.98397 -4.28955 -1.02083
H 0.95145 0.45146 -0.55363
H -0.26666 -1.60185 -1.91216
H -2.08689 -0.01310 -0.66939
H -0.23941 2.59282 -0.11232
H -1.77758 2.53934 0.63025
H -1.71361 2.58389 -1.06141
H 2.08509 -0.99269 0.85487
H 2.42242 -2.60138 0.92062
H 1.13879 -2.03761 1.73728

---

(2)
Density functional theory data (wB97M-V/def2-TZVPD) for an isolated molecule of C6H9I2N.

* electronic energy: -884.048702 Ha
* LUMO (spin up / spin down): -0.49 / -0.24 eV
* orbital gap (spin up / spin down): 7.4 / 8.2 eV
* molar mass: 349.0 g/mol
* energy above the lowest of the compared OMol25 structures with the same formula, charge and spin: 0.0 kcal/mol

Geometry (Å):
C 0.39209 0.05101 1.04370
C 0.69790 1.07658 -0.05976
C -0.37107 -0.74962 -1.12038
C -0.57945 -0.95902 0.38965
C -0.36370 0.78563 -1.13553
C -1.97160 -0.58416 0.71432
N -1.70393 1.18563 -0.88079
I -3.58032 -1.68183 -0.00520
I -2.08036 2.91382 0.06326
H 1.30256 -0.44262 1.38229
H -0.06834 0.52385 1.91338
H 0.66283 2.10561 0.29277
H 1.68894 0.90211 -0.48561
H 0.58473 -1.15024 -1.45790
H -1.17412 -1.16718 -1.72598
H -0.36846 -1.99470 0.67517
H -0.07058 1.17993 -2.11810
H -2.20571 -0.02001 1.60100

---

(3)
Density functional theory data (wB97M-V/def2-TZVPD) for an isolated molecule of C6H9N.

* electronic energy: -288.738139 Ha
* structure (SMILES): C[C@@H]1[C@H](C)[C@@H]1C#N
* LUMO: 0.86 eV
* orbital gap: 11.3 eV
* molar mass: 95.1 g/mol
* energy above the lowest of the compared OMol25 structures with the same formula, charge and spin: 27.5 kcal/mol

Geometry (Å):
C 1.46973 -0.61855 0.96020
C 1.01382 0.07316 -0.31631
C -0.32262 0.02100 -1.00702
C -1.52591 -0.81547 -0.67405
C 0.04818 1.27073 -0.23029
C -0.65019 1.43113 1.03023
N -1.23960 1.50351 2.02681
H 0.65813 -0.84548 1.65752
H 1.97582 -1.54707 0.68414
H 2.20617 -0.01149 1.51117
H 1.81871 0.17469 -1.03147
H -0.14146 0.18223 -2.06651
H -2.29768 -0.62423 -1.42702
H -1.29528 -1.88389 -0.67652
H -1.92171 -0.52965 0.30201
H 0.20390 2.21939 -0.74290

---

(4)
Density functional theory data (wB97M-V/def2-TZVPD) for an isolated molecule of C6H9N.

* electronic energy: -288.715006 Ha
* structure (SMILES): C=C(C#N)C(C)C
* LUMO: 0.62 eV
* orbital gap: 10.7 eV
* molar mass: 95.1 g/mol
* energy above the lowest of the compared OMol25 structures with the same formula, charge and spin: 42.1 kcal/mol

Geometry (Å):
C -0.95230 -1.57205 0.03007
C -2.04060 0.49092 0.73379
C -0.98584 -0.14318 0.26073
C 1.31657 0.32946 1.08405
C 0.78212 -0.11796 -1.50552
C 0.32714 0.48797 -0.09990
N -0.99852 -2.70014 -0.23496
H -3.03250 -0.02114 0.68749
H -1.97869 1.55913 1.02832
H 0.88631 -0.05782 1.91494
H 1.82283 1.21779 1.37655
H 2.09085 -0.38063 0.80414
H -0.03541 -0.06475 -2.16410
H 1.14530 -1.11896 -1.66993
H 1.49501 0.47870 -1.94741
H 0.15775 1.61265 -0.29827

---

(5)
Density functional theory data (wB97M-V/def2-TZVPD) for an isolated molecule of C6H9N.

* electronic energy: -288.690896 Ha
* structure (SMILES): CC#C/C=C/CN
* LUMO: 1.02 eV
* orbital gap: 9.6 eV
* molar mass: 95.1 g/mol
* energy above the lowest of the compared OMol25 structures with the same formula, charge and spin: 57.2 kcal/mol

Geometry (Å):
C 2.97310 0.60480 2.29378
C 2.00675 0.18561 1.28682
C 1.19037 -0.01859 0.42355
C 0.21416 -0.06285 -0.61331
C -1.08060 0.20178 -0.41699
C -2.05350 0.11894 -1.55479
N -2.58141 -1.24303 -1.68625
H 2.81513 1.66671 2.51164
H 3.99533 0.48064 1.92541
H 2.86371 0.04384 3.22602
H -1.79501 -1.86953 -1.52273
H 0.56785 -0.25097 -1.62798
H -1.46102 0.35280 0.59328
H -1.54220 0.39421 -2.48586
H -2.88861 0.81711 -1.43338
H -3.22404 -1.42147 -0.91923

---

(6)
Density functional theory data (wB97M-V/def2-TZVPD) for C6H9N as an isolated structure.

* electronic energy: -288.520314 Ha
* LUMO: 0.75 eV
* orbital gap: 8.3 eV
* molar mass: 95.1 g/mol
* energy above the lowest of the compared OMol25 structures with the same formula, charge and spin: 164.2 kcal/mol

Geometry (Å):
C -0.18506 1.40041 -1.70659
C 0.64680 0.34616 0.79487
C 1.04039 -0.33921 -0.37166
C -0.14358 -1.37998 0.50468
C 0.74303 0.87230 2.03331
C -1.35527 -1.76022 0.08910
N 0.48867 0.94378 -0.50720
H 1.71662 -0.95144 -0.94038
H 0.37684 -1.98938 1.24046
H -0.96760 2.11222 -1.43689
H -0.62296 0.56675 -2.26198
H 0.54317 1.94164 -2.31755
H 1.01923 0.24005 2.86639
H 0.40785 1.88442 2.20676
H -1.91080 -1.20941 -0.65820
H -1.79734 -2.67807 0.46488

---

(7)
Density functional theory data (wB97M-V/def2-TZVPD) for an isolated molecule of C6H9N.

* electronic energy: -288.670928 Ha
* structure (SMILES): CC#CC[C@H]1CN1
* LUMO: 1.01 eV
* orbital gap: 10.4 eV
* molar mass: 95.1 g/mol
* energy above the lowest of the compared OMol25 structures with the same formula, charge and spin: 69.7 kcal/mol

Geometry (Å):
C -0.10425 1.29035 2.72655
C -0.18302 1.27957 1.26850
C -0.22915 1.25174 0.06394
C -0.12932 0.79831 -1.32889
C 0.67926 -0.48996 -1.26299
C 0.19371 -1.59761 -0.42364
N 0.15666 -1.69643 -1.88683
H -0.46731 0.34448 3.14504
H -0.70661 2.10137 3.14259
H 0.93227 1.42341 3.05338
H 0.36046 1.53990 -1.97077
H -1.11760 0.59507 -1.75795
H 1.75804 -0.33666 -1.27018
H -0.78213 -1.50441 0.04976
H 0.92551 -2.15185 0.16170
H 0.91445 -2.26982 -2.24602

---

(8)
Density functional theory data (wB97M-V/def2-TZVPD) for C6H9N as an isolated structure.

* electronic energy: -288.706125 Ha
* LUMO: 1.01 eV
* orbital gap: 9.6 eV
* molar mass: 95.1 g/mol
* energy above the lowest of the compared OMol25 structures with the same formula, charge and spin: 47.6 kcal/mol

Geometry (Å):
C 2.09525 1.21520 -0.92714
C 0.95797 0.57477 -0.18386
C 0.86543 0.29552 1.18055
C -0.29116 -0.45273 1.38916
C -0.91997 -0.59105 0.14512
C -2.35586 -0.91379 -0.16563
N -0.12378 0.09693 -0.84972
H 1.75672 1.59412 -1.89458
H 2.52340 2.04996 -0.36258
H 2.90621 0.50172 -1.11563
H 1.59393 0.58156 1.93280
H -0.66014 -0.84089 2.33209
H -2.48197 -1.20939 -1.21134
H -2.72486 -1.72331 0.47113
H -2.98506 -0.03352 0.00592
H -0.15609 -1.14509 -0.74630